{"formula": "C31H35F9N4OP2Pb", "method": "the ωB97M-V functional and the def2-TZVPD basis", "gap_ha": [0.0690, 0.1080], "e_above_lowest_ev": 0.0000, "homo_energy_ev": [-11.965, -11.964], "charge": 2, "energy_ha": -3270.133155, "mol_weight_g_mol": 919.78, "symbols": ["Pb", "C", "C", "C", "C", "C", "C", "C", "C", "C", "H", "H", "H", "H", "H", "H", "H", "H", "H", "H", "H", "H", "H", "H", "H", "P", "P", "N", "N", "N", "N", "C", "C", "C", "C", "C", "C", "C", "C", "C", "C", "C", "C", "C", "C", "C", "C", "C", "C", "H", "H", "H", "H", "H", "H", "H", "H", "H", "H", "H", "H", "H", "H", "H", "H", "H", "H", "H", "H", "F", "C", "F", "F", "C", "O", "C", "F", "F", "F", "C", "F", "F", "F"], "coordinates": [[-0.051, -2.598, 4.762], [-1.163, 2.219, 3.741], [-1.629, 1.639, 2.624], [-0.970, 1.493, 1.277], [0.170, 0.459, 1.130], [1.446, 0.714, 1.868], [1.726, 1.716, 2.707], [1.067, 3.053, 2.769], [-0.017, 3.162, 3.861], [2.082, -2.085, 4.858], [-1.726, 2.069, 4.660], [-2.598, 1.133, 2.688], [-0.654, 2.450, 0.855], [-1.787, 1.115, 0.649], [-0.202, -0.542, 1.420], [0.413, 0.365, 0.055], [2.167, -0.118, 1.810], [2.548, 1.583, 3.420], [0.656, 3.356, 1.799], [1.844, 3.787, 3.042], [0.454, 3.014, 4.845], [-0.427, 4.186, 3.858], [2.387, -1.756, 5.853], [2.281, -1.308, 4.115], [2.618, -3.010, 4.600], [1.390, -1.208, -3.412], [-1.915, -0.830, -3.167], [2.825, -0.174, -3.536], [2.081, -2.463, -4.506], [-2.074, 0.933, -3.125], [-3.591, -1.089, -3.726], [0.401, -0.334, -4.717], [-1.045, -0.854, -4.806], [3.431, 0.381, -2.400], [4.449, 1.230, -2.806], [4.487, 1.207, -4.238], [3.472, 0.352, -4.659], [2.262, -3.786, -4.082], [2.761, -4.537, -5.141], [2.895, -3.658, -6.265], [2.456, -2.401, -5.852], [-1.736, 1.607, -1.951], [-1.841, 2.973, -2.159], [-2.204, 3.162, -3.531], [-2.304, 1.898, -4.109], [-4.418, -0.372, -4.602], [-5.527, -1.149, -4.924], [-5.388, -2.393, -4.222], [-4.206, -2.335, -3.503], [0.875, -0.414, -5.703], [0.415, 0.729, -4.435], [-1.603, -0.280, -5.554], [-1.056, -1.907, -5.124], [3.058, 0.111, -1.423], [5.087, 1.811, -2.155], [5.167, 1.750, -4.878], [3.174, 0.101, -5.664], [2.006, -4.053, -3.069], [2.994, -5.593, -5.116], [3.263, -3.913, -7.249], [2.368, -1.497, -6.436], [-1.425, 1.013, -1.110], [-1.674, 3.735, -1.410], [-2.364, 4.108, -4.029], [-2.508, 1.632, -5.136], [-4.188, 0.632, -4.914], [-6.333, -0.863, -5.583], [-6.077, -3.227, -4.254], [-3.730, -3.045, -2.845], [-1.252, 1.762, 6.774], [-1.505, 0.649, 7.522], [-1.654, 1.075, 8.814], [-2.693, 0.155, 7.108], [-0.368, -0.398, 7.300], [-0.458, -0.834, 5.990], [0.998, 0.318, 7.592], [0.933, 1.270, 8.568], [1.973, -0.565, 7.968], [1.449, 0.931, 6.472], [-0.514, -1.561, 8.309], [-0.085, -1.250, 9.563], [-1.797, -1.997, 8.403], [0.228, -2.643, 7.881]]}



{"formula": "C43H37Cl2N7O14", "method": "the ωB97M-V functional and the def2-TZVPD basis", "gap_ha": 0.3154, "homo_energy_ev": -9.656, "charge": 0, "energy_ha": -4017.104810, "mol_weight_g_mol": 946.71, "symbols": ["O", "N", "O", "C", "C", "C", "C", "C", "C", "H", "H", "H", "H", "H", "O", "N", "O", "C", "C", "C", "C", "C", "C", "H", "H", "H", "H", "H", "O", "N", "O", "C", "C", "C", "C", "C", "C", "H", "H", "H", "H", "H", "O", "N", "O", "C", "C", "C", "C", "C", "C", "H", "H", "H", "H", "H", "O", "N", "O", "C", "C", "C", "C", "C", "C", "H", "H", "H", "H", "H", "O", "N", "O", "C", "C", "C", "C", "C", "C", "H", "H", "H", "H", "H", "O", "N", "O", "C", "C", "C", "C", "C", "C", "H", "H", "H", "H", "H", "Cl", "C", "Cl", "H", "H"], "coordinates": [[3.016, 1.103, 0.207], [3.537, 0.341, 0.982], [3.360, 0.310, 2.175], [4.449, -0.695, 0.337], [5.084, -1.620, 1.108], [5.936, -2.544, 0.497], [5.978, -2.597, -0.906], [5.230, -1.745, -1.672], [4.413, -0.801, -1.047], [4.984, -1.620, 2.152], [6.582, -3.134, 1.178], [6.485, -3.403, -1.413], [5.225, -1.818, -2.746], [3.823, -0.100, -1.599], [0.199, 4.940, -1.117], [-0.688, 5.545, -1.600], [-0.473, 6.413, -2.380], [-2.120, 5.270, -1.083], [-2.265, 4.146, -0.291], [-3.506, 3.647, -0.034], [-4.631, 4.428, -0.376], [-4.462, 5.588, -1.091], [-3.193, 5.982, -1.521], [-1.347, 3.665, -0.013], [-3.595, 2.750, 0.557], [-5.660, 4.023, -0.262], [-5.287, 6.190, -1.451], [-3.097, 6.749, -2.300], [4.900, 5.346, 7.961], [4.394, 6.128, 7.214], [4.091, 7.287, 7.468], [3.977, 5.615, 5.892], [3.330, 6.470, 4.984], [2.940, 5.885, 3.766], [3.079, 4.545, 3.467], [3.797, 3.767, 4.394], [4.174, 4.289, 5.604], [3.290, 7.550, 5.154], [2.436, 6.462, 3.004], [2.896, 4.162, 2.452], [3.941, 2.680, 4.237], [4.690, 3.629, 6.301], [1.452, -3.677, -4.454], [1.743, -3.138, -3.356], [2.169, -1.996, -3.280], [1.621, -3.939, -2.170], [1.765, -3.235, -0.944], [1.417, -3.998, 0.136], [1.080, -5.371, 0.082], [0.996, -6.020, -1.106], [1.274, -5.264, -2.297], [1.994, -2.148, -0.851], [1.439, -3.556, 1.104], [0.911, -5.875, 1.025], [0.700, -7.051, -1.264], [1.238, -5.562, -3.390], [-6.102, -7.527, 3.827], [-4.897, -7.314, 3.692], [-4.014, -8.073, 3.974], [-4.457, -5.936, 3.223], [-5.410, -4.968, 3.217], [-5.013, -3.664, 2.867], [-3.665, -3.423, 2.572], [-2.742, -4.418, 2.714], [-3.128, -5.707, 2.996], [-6.376, -5.268, 3.471], [-5.804, -2.946, 2.764], [-3.422, -2.422, 2.256], [-1.739, -4.176, 2.530], [-2.426, -6.514, 3.022], [-0.301, 1.311, -0.720], [0.022, 0.648, -1.678], [0.478, -0.459, -1.621], [-0.138, 1.253, -3.033], [0.748, 0.946, -4.034], [0.536, 1.413, -5.297], [-0.577, 2.126, -5.586], [-1.381, 2.513, -4.560], [-1.165, 2.148, -3.217], [1.592, 0.222, -3.899], [1.285, 1.279, -6.118], [-0.696, 2.486, -6.615], [-2.136, 3.217, -4.742], [-1.847, 2.470, -2.416], [-1.950, -1.652, 0.140], [-2.559, -0.821, -0.513], [-3.067, 0.232, -0.091], [-2.607, -1.152, -1.908], [-3.391, -0.383, -2.764], [-3.386, -0.675, -4.125], [-2.730, -1.746, -4.573], [-1.920, -2.490, -3.694], [-1.904, -2.255, -2.358], [-4.014, 0.432, -2.386], [-3.997, -0.134, -4.788], [-2.662, -2.061, -5.616], [-1.321, -3.307, -4.078], [-1.385, -2.927, -1.693], [0.180, 2.463, 3.400], [0.010, 1.167, 2.110], [-0.371, -0.433, 2.814], [-0.845, 1.388, 1.488], [0.984, 1.141, 1.619]]}



> Which formula does entry 1 have?

C31H35F9N4OP2Pb